[1]
Here is C31H87AsF6N15O13 as an isolated structure from the OMol25 dataset. Energies are from ωB97M-V/def2-TZVPD.

* orbital gap: 0.2671 Eh
* total charge: -1
* LUMO: 2.2 eV

Last column: Löwdin charge in e.
Cartesian coordinates (Å):
As 1.054 -1.019 -1.261  0.884
F 0.954 0.642 -0.638  -0.274
F 2.778 -0.824 -1.061  -0.213
F 1.080 -2.770 -1.650  -0.281
F -0.725 -1.067 -1.376  -0.271
F 1.284 -0.512 -2.922  -0.249
F 0.958 -1.537 0.464  -0.289
C -1.326 -6.335 -4.653  -0.075
C 0.083 -6.174 -5.221  -0.452
C 0.710 -4.912 -4.641  -0.181
O 2.101 -4.863 -4.984  -0.184
C 2.363 -4.077 -6.099  -0.143
N 0.839 -7.340 -4.789  0.035
H -1.885 -5.394 -4.719  0.073
H -1.260 -6.567 -3.591  0.071
H -1.944 -7.029 -5.223  0.072
H -0.010 -6.168 -6.315  0.131
H 0.676 -4.909 -3.552  0.116
H 0.204 -3.999 -4.964  0.127
H 1.903 -4.506 -7.001  0.084
H 3.423 -3.945 -6.320  0.083
H 1.996 -3.045 -6.022  0.084
H 1.791 -7.189 -5.122  0.068
H 0.551 -8.160 -5.313  0.072
C -2.543 0.791 -3.252  -0.054
C -3.838 0.819 -2.435  -0.432
C -5.110 0.334 -3.130  -0.200
O -5.451 1.159 -4.239  -0.199
C -6.525 0.682 -5.004  -0.129
N -3.612 0.007 -1.258  0.035
H -2.276 -0.253 -3.420  0.079
H -1.744 1.250 -2.673  0.063
H -2.670 1.375 -4.166  0.077
H -4.097 1.836 -2.122  0.134
H -5.963 0.492 -2.463  0.127
H -4.924 -0.701 -3.442  0.127
H -6.240 -0.332 -5.314  0.084
H -6.533 1.199 -5.964  0.083
H -7.511 0.716 -4.536  0.085
H -3.742 -0.988 -1.409  0.078
H -2.650 0.057 -0.944  0.040
C 0.703 2.647 9.725  -0.126
O 1.727 2.961 8.803  -0.179
C 2.396 1.816 8.326  -0.228
C 1.648 0.852 7.356  -0.198
N 1.055 1.563 6.208  -0.069
C 0.185 0.742 5.378  -0.185
C -0.567 1.675 4.374  -0.198
O 0.035 1.672 3.098  -0.217
C -0.691 2.386 2.156  -0.110
H 1.057 2.159 10.641  0.084
H -0.153 2.073 9.366  0.085
H 0.372 3.620 10.094  0.085
H 2.702 1.127 9.125  0.112
H 3.334 2.200 7.925  0.121
H 0.935 0.262 7.941  0.103
H 2.421 0.186 6.969  0.119
H 0.621 2.414 6.537  0.097
H -0.602 0.242 5.952  0.111
H 0.820 0.045 4.829  0.118
H -0.583 2.717 4.713  0.121
H -1.575 1.259 4.429  0.096
H -1.004 3.393 2.460  0.090
H -1.629 1.900 1.851  0.082
H -0.083 2.389 1.247  0.078
C -6.980 -0.871 4.781  -0.113
O -6.046 0.039 4.229  -0.193
C -5.891 -0.117 2.822  -0.219
C -4.644 0.690 2.452  -0.201
N -3.451 0.085 3.013  -0.042
C -2.964 -0.958 2.141  -0.233
C -1.792 -1.696 2.753  -0.190
O -2.140 -2.457 3.911  -0.179
C -3.112 -3.462 3.687  -0.114
H -7.837 -0.964 4.110  0.083
H -7.345 -0.574 5.764  0.080
H -6.488 -1.833 4.957  0.083
H -6.756 0.230 2.249  0.121
H -5.641 -1.150 2.567  0.106
H -4.726 1.739 2.752  0.114
H -4.580 0.720 1.362  0.102
H -3.483 -0.232 3.971  0.112
H -2.577 -0.586 1.190  0.100
H -3.730 -1.704 1.888  0.101
H -1.088 -0.955 3.138  0.113
H -1.277 -2.245 1.959  0.119
H -3.226 -4.041 4.603  0.084
H -2.776 -4.166 2.919  0.092
H -4.114 -3.117 3.420  0.067
C 2.597 6.601 -1.848  -0.127
O 2.077 6.668 -0.534  -0.182
C 0.672 6.787 -0.354  -0.206
C 0.012 5.411 -0.206  -0.211
N 0.142 4.441 -1.287  -0.059
C -0.604 4.873 -2.462  -0.191
C -0.097 4.266 -3.769  -0.256
O -0.094 2.872 -3.684  -0.188
C 0.607 2.338 -4.780  -0.110
H 3.684 6.643 -1.831  0.082
H 2.414 7.429 -2.547  0.084
H 2.185 5.718 -2.339  0.067
H 0.154 7.461 -1.044  0.113
H 0.593 7.313 0.600  0.119
H -1.055 5.605 -0.006  0.115
H 0.421 4.952 0.696  0.112
H -0.137 3.542 -0.921  0.101
H -0.662 5.949 -2.615  0.116
H -1.607 4.446 -2.322  0.122
H 0.881 4.698 -4.022  0.113
H -0.735 4.664 -4.571  0.122
H 0.212 1.347 -5.000  0.086
H 1.673 2.479 -4.571  0.099
H 0.454 2.889 -5.721  0.081
C -1.187 -5.494 -0.563  -0.704
O -2.013 -6.380 -0.316  -0.015
N -1.441 -4.493 -1.449  0.166
N 0.035 -5.451 -0.005  0.165
H -2.309 -4.718 -1.906  0.100
H -0.862 -3.691 -1.608  0.056
H 0.369 -6.261 0.487  0.103
H 0.752 -4.902 -0.454  0.080
C 3.525 0.628 2.323  -0.660
O 4.502 0.253 1.686  0.018
N 2.231 0.212 2.187  0.174
N 3.691 1.460 3.398  0.141
H 1.998 -0.545 1.560  0.050
H 1.491 0.721 2.650  0.041
H 2.888 1.612 3.987  0.058
H 4.510 2.011 3.554  0.085
C 3.993 2.968 -0.577  -0.661
O 4.703 2.050 -0.161  0.027
N 4.458 4.245 -0.685  0.149
N 2.657 2.806 -0.706  0.180
H 3.738 4.946 -0.651  0.039
H 5.414 4.405 -0.438  0.096
H 2.182 3.631 -1.048  0.048
H 2.224 1.889 -0.742  0.061
C 5.165 -2.922 0.092  -0.677
O 5.309 -1.714 0.177  0.042
N 3.963 -3.547 0.197  0.158
N 6.232 -3.761 -0.016  0.131
H 3.090 -3.061 0.280  0.069
H 3.953 -4.549 0.241  0.076
H 7.145 -3.362 -0.124  0.094
H 6.106 -4.735 -0.224  0.074
C 5.614 -0.449 -3.159  -0.677
O 5.712 -0.137 -1.976  0.045
N 6.750 -0.506 -3.926  0.122
N 4.489 -0.781 -3.806  0.170
H 6.678 -1.021 -4.790  0.069
H 7.673 -0.415 -3.554  0.089
H 3.569 -0.781 -3.406  0.071
H 4.589 -0.977 -4.785  0.080

[2]
Here is a 12-piece molecular cluster, C31H89N3O12 overall from the OMol25 dataset. Energies are from ωB97M-V/def2-TZVPD.

* orbital gap (spin up / spin down): 0.2915 / 0.0613 Eh
* total charge: +1
* multiplicity: 2
* LUMO (spin up / spin down): -2.6 / -8.9 eV

Last column: Löwdin charge in e.
Cartesian coordinates (Å):
C 3.442 1.701 -4.352  -0.080
C 3.623 1.649 -2.856  -0.414
C 4.659 2.737 -2.510  -0.040
O 2.275 1.980 -2.408  -0.071
H 4.343 1.644 -4.963  0.093
H 2.918 2.600 -4.678  0.089
H 2.838 0.894 -4.767  0.054
H 4.074 0.670 -2.695  0.133
H 5.715 2.531 -2.682  0.091
H 4.425 2.972 -1.472  0.072
H 4.442 3.630 -3.096  0.083
H 1.644 1.383 -2.817  0.060
C -1.651 1.331 4.283  -0.031
C -2.052 -0.199 4.260  -0.529
C -3.313 -0.292 3.404  -0.055
O -0.991 -0.923 3.922  -0.018
H -0.626 1.463 4.628  0.074
H -2.243 1.925 4.979  0.079
H -1.919 1.692 3.290  0.065
H -2.342 -0.410 5.289  0.138
H -3.945 0.567 3.627  0.092
H -3.854 -1.201 3.665  0.071
H -3.102 -0.298 2.335  0.063
H -0.432 -1.078 4.686  0.083
C -4.146 -0.736 -2.991  -0.084
C -4.212 -1.969 -3.740  -0.569
C -5.536 -2.119 -4.510  -0.032
O -3.240 -1.974 -4.694  0.003
H -4.757 -0.761 -2.089  0.067
H -4.516 0.087 -3.603  0.099
H -3.176 -0.431 -2.600  0.071
H -4.176 -2.739 -2.969  0.118
H -6.398 -1.851 -3.898  0.077
H -5.652 -3.173 -4.764  0.077
H -5.555 -1.594 -5.464  0.090
H -2.456 -1.551 -4.335  0.070
C -1.054 1.250 -0.403  -0.003
C 0.055 0.314 0.197  -0.439
C 0.424 -0.905 -0.583  -0.039
O 1.217 1.148 0.349  -0.063
H -1.608 1.719 0.410  0.062
H -1.706 0.560 -0.938  0.056
H -0.598 1.899 -1.151  0.080
H -0.225 -0.092 1.169  0.121
H 1.302 -1.394 -0.161  0.090
H 0.737 -0.525 -1.555  0.050
H -0.392 -1.605 -0.762  0.074
H 1.456 1.225 -0.578  0.050
C -3.083 4.327 -0.181  -0.031
C -4.177 4.166 -1.323  -0.451
C -4.293 2.692 -1.873  -0.054
O -5.425 4.477 -0.781  -0.064
H -3.370 5.281 0.261  0.079
H -2.089 4.256 -0.622  0.061
H -3.117 3.550 0.583  0.056
H -3.994 4.874 -2.132  0.132
H -5.214 2.575 -2.445  0.073
H -4.250 1.915 -1.109  0.054
H -3.423 2.606 -2.523  0.060
H -6.017 4.937 -1.381  0.096
C -1.912 -3.151 1.313  -0.039
C -3.280 -3.657 1.541  -0.358
C -4.445 -3.014 0.677  -0.068
O -4.464 -1.576 0.601  -0.033
C -5.709 -0.971 0.848  -0.034
N -3.299 -5.127 1.380  0.160
H -1.827 -2.162 1.764  0.069
H -1.659 -3.138 0.253  0.090
H -1.194 -3.787 1.831  0.094
H -3.510 -3.402 2.575  0.146
H -5.366 -3.461 1.051  0.142
H -4.353 -3.254 -0.383  0.151
H -6.535 -1.295 0.215  0.122
H -5.553 0.091 0.654  0.111
H -6.061 -1.052 1.876  0.122
H -3.459 -5.235 0.389  0.103
H -4.121 -5.603 1.724  0.108
C 1.790 -2.695 2.839  -0.050
C 2.490 -3.103 4.194  -0.391
C 1.955 -2.189 5.425  -0.159
O 2.187 -0.788 5.153  -0.204
C 3.420 -0.325 5.660  -0.093
N 2.525 -4.549 4.424  0.036
H 0.724 -2.915 2.902  0.049
H 2.353 -3.103 1.999  0.066
H 1.780 -1.616 2.682  0.061
H 3.555 -2.948 4.023  0.112
H 2.400 -2.585 6.337  0.118
H 0.919 -2.516 5.516  0.101
H 3.342 0.099 6.662  0.093
H 3.781 0.338 4.874  0.082
H 4.129 -1.149 5.583  0.085
H 1.812 -4.712 5.121  0.057
H 2.072 -4.937 3.609  0.056
C 5.727 1.546 0.546  -0.055
C 4.970 0.268 0.805  -0.453
C 5.693 -1.120 0.701  -0.206
O 4.770 -2.174 0.884  -0.215
C 5.570 -3.423 0.993  -0.058
N 4.226 0.431 2.006  0.060
H 6.111 1.523 -0.474  0.062
H 6.563 1.598 1.242  0.082
H 5.167 2.452 0.779  0.084
H 4.160 0.148 0.085  0.112
H 6.445 -1.105 1.490  0.122
H 6.246 -1.239 -0.231  0.122
H 4.885 -4.271 0.979  0.076
H 6.046 -3.318 1.968  0.093
H 6.169 -3.675 0.117  0.085
H 3.923 -0.483 2.310  0.050
H 3.317 0.727 1.681  0.057
C 0.774 3.974 2.808  -0.187
O 1.680 3.441 1.915  -0.109
H 1.175 4.850 3.318  0.080
H -0.057 4.335 2.203  0.072
H 0.425 3.356 3.635  0.056
H 1.399 2.633 1.478  0.025
C 0.389 4.970 -3.272  -0.130
O 1.755 4.780 -2.805  -0.129
H -0.019 5.914 -2.912  0.078
H 0.274 4.795 -4.342  0.072
H -0.247 4.214 -2.811  0.047
H 1.832 3.866 -2.522  0.016
C 2.400 -2.038 -4.857  -0.129
O 1.840 -1.556 -3.632  -0.138
H 2.205 -1.330 -5.662  0.080
H 3.489 -2.066 -4.866  0.082
H 2.102 -3.051 -5.127  0.083
H 2.374 -1.885 -2.905  0.086
C -0.773 1.114 -4.597  -0.127
O -0.671 -0.050 -3.795  -0.135
H -1.491 1.880 -4.304  0.074
H 0.201 1.591 -4.713  0.069
H -1.045 0.777 -5.597  0.084
H 0.248 -0.316 -3.716  0.019

[3]
Here is C31H91Cl2HfN15O12P4 as an isolated structure from the OMol25 dataset. Energies are from ωB97M-V/def2-TZVPD.

* orbital gap: 0.2672 Eh
* total charge: 0
* LUMO: -0.2 eV

Last column: Löwdin charge in e.
Cartesian coordinates (Å):
Hf -0.366 -0.503 -0.772  1.671
Cl 0.775 -2.830 0.348  -0.074
Cl -2.905 0.294 -1.566  -0.144
C -0.119 -0.427 -5.333  -0.070
C 0.854 -0.993 -4.330  -0.521
C 2.270 -0.489 -4.729  -0.057
O 0.480 -0.593 -3.000  -0.394
H -1.190 -0.626 -5.374  0.055
H 0.256 -0.595 -6.343  0.075
H -0.027 0.658 -5.271  0.057
H 0.768 -2.065 -4.511  0.097
H 3.038 -0.858 -4.050  0.055
H 2.435 0.586 -4.652  0.044
H 2.643 -0.775 -5.712  0.075
C -0.056 1.502 2.602  -0.243
O -0.294 0.714 1.402  -0.479
H 0.195 0.905 3.479  0.035
H 0.733 2.251 2.535  0.029
H -0.933 2.098 2.857  0.040
O -1.426 -2.487 -1.752  -0.490
P -1.887 -3.695 -2.588  0.713
N -3.200 -4.549 -1.951  -0.278
C -4.435 -4.922 -2.634  -0.108
C -3.072 -5.010 -0.522  -0.084
N -0.618 -4.895 -2.711  -0.282
C -0.868 -6.264 -3.035  -0.145
C 0.801 -4.410 -2.890  -0.111
N -2.271 -3.398 -4.255  -0.283
C -1.934 -4.202 -5.455  -0.081
C -3.211 -2.369 -4.626  -0.154
H -5.378 -4.852 -2.092  0.085
H -4.391 -5.875 -3.162  0.072
H -4.516 -4.209 -3.454  0.046
H -2.144 -5.579 -0.452  0.064
H -3.870 -5.537 0.002  0.093
H -2.648 -4.157 0.007  0.038
H -1.922 -6.367 -3.292  0.063
H -0.213 -6.592 -3.842  0.085
H -0.723 -6.910 -2.169  0.077
H 1.473 -5.064 -2.335  0.080
H 1.151 -4.448 -3.921  0.065
H 0.947 -3.358 -2.645  0.024
H -0.852 -4.327 -5.419  0.066
H -2.399 -5.181 -5.334  0.069
H -2.150 -3.754 -6.424  0.087
H -2.873 -1.843 -5.519  0.066
H -3.131 -1.581 -3.877  0.045
H -4.261 -2.653 -4.694  0.072
O -1.950 -1.440 0.809  -0.484
P -2.790 -1.862 1.989  0.719
N -3.210 -0.581 3.072  -0.290
C -3.732 0.697 2.589  -0.097
C -3.670 -0.824 4.423  -0.145
N -2.067 -3.026 3.040  -0.290
C -0.935 -2.433 3.820  -0.110
C -2.001 -4.456 2.822  -0.118
N -4.379 -2.474 1.570  -0.291
C -5.050 -2.051 0.402  -0.161
C -5.377 -3.095 2.479  -0.110
H -4.634 0.524 2.003  0.061
H -3.118 1.051 1.760  0.066
H -4.147 1.342 3.364  0.081
H -3.416 -0.004 5.094  0.085
H -3.444 -1.795 4.865  0.078
H -4.760 -0.821 4.429  0.069
H -0.875 -3.055 4.714  0.073
H 0.032 -2.652 3.367  0.064
H -1.224 -1.463 4.225  0.061
H -1.843 -4.978 3.766  0.087
H -2.911 -4.840 2.361  0.059
H -1.223 -4.651 2.085  0.063
H -4.566 -2.391 -0.514  0.064
H -6.123 -2.213 0.306  0.089
H -4.942 -0.969 0.480  0.048
H -6.051 -3.813 2.012  0.076
H -6.005 -2.307 2.897  0.074
H -4.913 -3.651 3.293  0.068
O 2.009 0.025 -0.573  -0.390
P 3.467 0.029 -0.357  0.660
N 4.420 1.199 -1.154  -0.302
C 5.846 1.365 -0.812  -0.110
C 3.975 1.786 -2.400  -0.088
N 4.347 -1.318 -0.918  -0.268
C 5.735 -1.542 -0.394  -0.111
C 3.827 -2.458 -1.583  -0.160
N 3.845 0.237 1.344  -0.275
C 3.520 -1.030 2.186  -0.054
C 3.882 1.513 1.983  -0.152
H 5.931 1.404 0.274  0.066
H 6.306 2.307 -1.111  0.084
H 6.437 0.590 -1.300  0.057
H 4.834 1.903 -3.061  0.096
H 3.580 2.754 -2.091  0.050
H 3.120 1.212 -2.755  0.054
H 6.005 -0.998 0.511  0.070
H 6.035 -2.563 -0.160  0.085
H 6.455 -1.171 -1.124  0.058
H 3.859 -3.338 -0.940  0.073
H 2.755 -2.363 -1.760  0.031
H 4.385 -2.737 -2.476  0.087
H 2.522 -1.033 2.624  0.067
H 3.629 -1.888 1.523  0.050
H 4.262 -1.136 2.977  0.072
H 4.249 2.293 1.316  0.056
H 4.562 1.297 2.807  0.082
H 2.929 1.888 2.356  0.059
O 0.052 1.910 -1.269  -0.401
P 0.116 3.396 -1.612  0.667
N -1.106 4.381 -0.985  -0.335
C -1.265 5.761 -1.166  -0.147
C -1.958 3.933 0.136  -0.066
N 0.050 3.644 -3.279  -0.288
C -1.264 3.623 -4.057  -0.061
C 1.231 3.205 -4.031  -0.103
N 1.578 4.206 -1.126  -0.284
C 2.233 3.605 0.062  -0.128
C 1.969 5.661 -1.379  -0.065
H -2.325 6.010 -1.112  0.090
H -0.724 6.188 -2.011  0.080
H -0.705 6.092 -0.291  0.075
H -2.905 4.472 0.142  0.087
H -1.361 4.062 1.039  0.073
H -2.122 2.893 -0.148  0.044
H -1.214 4.203 -4.979  0.073
H -1.499 2.585 -4.293  0.070
H -2.119 4.010 -3.504  0.069
H 1.314 2.133 -3.853  0.049
H 1.148 3.468 -5.085  0.091
H 2.020 3.755 -3.517  0.055
H 2.295 4.342 0.863  0.080
H 1.898 2.591 0.281  0.059
H 3.284 3.524 -0.214  0.048
H 3.021 5.853 -1.173  0.084
H 1.292 6.175 -0.697  0.049
H 1.579 6.022 -2.331  0.071
C 4.130 4.758 4.731  0.072
N 2.891 4.138 5.343  -0.455
O 3.030 3.694 6.440  0.069
O 1.872 4.182 4.705  0.060
H 4.583 5.136 5.648  0.097
H 3.789 5.465 3.974  0.100
H 4.762 3.941 4.381  0.096
C -1.499 4.681 4.539  0.016
N -2.939 4.863 4.639  -0.422
O -3.604 3.880 4.902  0.064
O -3.465 5.987 4.435  0.034
H -1.338 4.834 3.471  0.093
H -1.096 3.730 4.889  0.092
H -0.874 5.439 5.011  0.098
C 1.621 1.099 6.017  0.033
N 1.001 -0.232 6.445  -0.392
O 1.150 -1.245 5.739  0.034
O 0.270 -0.191 7.422  0.059
H 1.071 1.560 5.197  0.063
H 2.693 1.000 5.846  0.094
H 1.494 1.818 6.825  0.076

no.,largest force on an atom (eV/Å)
1,4.22
2,5.24
3,3.86